(1)
60
Properties=species:S:1:pos:R:3:forces:R:3 method="wB97M-V/def2-TZVPD" charge=-1 e_homo_ev="-4.4 / -4.4" gap_ev="4.112 / 4.147" spin_multiplicity=3
H -0.9899 0.1627 -0.8554 0.47 -0.09 0.32
N -0.1461 -4.7138 -0.1160 -0.05 -0.28 -0.16
H 0.7871 8.7454 -3.0914 0.16 0.22 0.11
H 1.5301 4.6360 -4.2016 -0.06 0.39 0.08
C -3.6418 -1.7777 1.6689 -0.25 -0.92 -0.17
C 0.9128 -3.8741 0.1729 0.65 -1.57 0.10
O -5.5318 -0.0343 -0.4843 0.08 0.00 0.74
C 0.6950 5.9037 -1.1221 0.70 1.25 -1.86
H -1.1885 -2.1871 -0.6516 0.37 -0.02 -0.14
N -4.0889 1.9335 0.2478 0.25 -0.36 0.38
C -0.3959 -0.2420 -0.0113 -0.76 0.14 -0.17
C 0.6872 7.3171 -1.4778 -0.12 -1.49 0.07
C 1.6895 -5.8710 0.5031 -2.57 1.48 -1.41
H 3.4565 -6.8504 1.1616 -0.25 -0.04 0.01
C 0.3135 -6.0392 0.0118 1.24 1.44 1.17
H 0.2191 -9.4341 0.0069 -0.13 1.03 0.27
Pr 0.7167 2.6415 0.7690 -0.83 2.85 0.53
H 1.0257 3.8984 -1.9221 0.03 0.23 -0.02
O -1.8463 2.5248 0.3652 0.43 -0.48 0.14
C 2.9441 2.9729 2.8240 1.03 0.24 -0.18
C 0.5412 -8.3861 0.1953 -0.15 -0.45 -0.39
H -0.6389 0.3575 2.1181 -0.13 0.17 0.03
H 1.0679 5.6842 1.0756 -0.24 0.74 -0.62
C -2.8193 1.7279 0.5550 -1.07 0.37 -0.07
C -2.4351 -2.3866 1.7330 -1.82 -0.81 0.43
C 1.8408 -8.2320 0.6833 0.57 0.43 0.39
H -4.5877 -2.3518 1.7352 0.78 0.42 0.23
S 3.9716 3.5901 3.9431 0.44 0.21 0.14
C 2.0063 -0.3408 -0.0343 -1.19 3.11 -0.23
H 2.9494 0.2284 -0.0850 -0.45 -0.28 0.22
H -0.5731 5.2253 0.5038 -0.51 0.36 -0.16
H 2.9793 -2.2750 -0.0472 -0.59 0.26 0.06
N 2.0126 -4.5164 0.5252 -0.81 -0.18 -0.02
H 0.4400 8.0552 -0.7097 0.10 -0.39 -0.21
C 0.4428 5.4426 0.1996 0.27 -2.95 2.53
H -0.3943 -1.9155 2.2492 -0.99 0.06 -0.51
C 0.8975 7.7188 -2.7804 0.18 -0.86 -0.66
C -0.2688 -7.2788 -0.1402 -0.19 -0.90 -0.38
O -6.0091 1.1124 1.6765 0.57 -0.78 -0.29
C -0.4567 -1.7817 0.0594 -1.76 0.49 0.71
C -2.5733 0.3917 1.1660 -1.89 -1.16 0.18
S -5.0494 0.6436 0.7029 0.36 1.40 -0.89
H -1.2811 -7.4219 -0.5677 0.75 0.15 0.44
C 0.9964 4.9629 -2.1549 -0.36 1.40 0.20
H 2.4358 -9.1029 1.0065 -0.47 0.43 -0.43
H -2.3877 -3.4639 2.0095 0.04 0.87 -0.36
C 1.2676 5.3822 -3.4482 -0.12 0.38 -0.06
C 2.4271 -6.9605 0.8234 0.75 -1.65 0.31
N 0.9144 0.3979 -0.0013 1.43 -1.74 -0.66
N 1.8370 7.3105 -6.2503 -0.71 -0.45 3.58
C 2.0239 -1.7340 -0.0320 -1.19 -2.87 0.26
C -1.1988 -1.6544 1.4980 3.26 -0.79 0.21
H -1.0845 -4.3726 -0.3490 0.72 -0.54 0.09
C -3.7118 -0.3594 1.3563 2.28 1.43 -0.56
S 3.4177 2.9316 1.1173 -0.32 -0.23 0.01
C 1.5740 7.1168 -5.1112 0.48 0.60 -3.76
C 0.8361 -2.4367 0.0543 2.44 0.34 -0.26
S 1.4416 2.3630 3.3822 -1.31 -0.48 -0.27
C -1.2084 -0.1412 1.3237 0.30 0.46 0.02
C 1.2091 6.7574 -3.7790 0.19 -0.59 0.90



(2)
65
Properties=species:S:1:pos:R:3:forces:R:3 method="wB97M-V/def2-TZVPD" charge=-1 e_homo_ev=-4.8 gap_ev=7.265
F 7.5251 -1.3283 -0.9973 -0.01 0.01 -0.03
C 2.6261 1.7471 3.1343 -0.08 -0.07 0.03
F -0.3731 6.9957 -0.3862 -0.01 -0.01 0.00
C -1.0607 3.6161 0.5354 -0.01 -0.01 -0.01
C 2.9865 -1.7197 -3.6370 -0.02 0.00 0.00
C 1.0461 4.5975 -0.0924 -0.02 0.00 -0.02
C 1.7065 3.4873 0.4006 0.02 0.00 0.04
C -0.3906 2.5013 1.0228 -0.02 -0.04 -0.05
C 3.3473 0.9457 -0.6896 -0.04 0.09 -0.01
H 4.5113 0.8187 -2.4844 -0.03 -0.01 0.00
C 4.4632 3.4101 6.6335 -0.02 0.00 0.00
C 3.2347 -2.3871 -2.4454 -0.03 -0.04 0.03
H -2.1398 3.6627 0.5879 0.00 0.00 0.00
C 2.0950 1.4932 4.3951 -0.03 0.04 0.00
C 1.1193 -0.6202 -2.5825 -0.05 0.03 0.04
C 4.2930 -0.0952 1.2464 -0.01 0.01 0.01
C 4.4577 0.5773 -1.4306 0.04 0.05 -0.02
C 5.4024 -0.4779 0.5117 0.02 -0.01 -0.02
H 2.2604 1.8122 6.5152 -0.01 0.00 0.00
C 5.4872 -0.1303 -0.8284 0.02 0.03 0.02
C -2.1101 -2.0395 -2.4649 0.05 -0.06 0.11
F 6.3834 -1.0546 -2.8157 0.01 0.00 0.00
P 1.7625 0.9173 1.7029 0.51 0.34 0.08
H 4.2340 -0.3688 2.2939 0.00 -0.03 -0.01
I -1.7334 -1.0288 2.1927 0.00 -0.04 -0.02
H 0.2926 0.0793 -2.6582 -0.01 -0.03 0.00
C 3.2570 0.6351 0.6648 -0.04 -0.07 0.05
H 1.2153 0.8647 4.4786 0.01 -0.02 0.01
H -1.1573 -2.4709 -2.7187 0.00 0.01 -0.02
H -5.6379 -2.9199 -2.1509 -0.02 -0.02 0.09
H 1.7062 -0.3070 -4.6250 -0.01 0.00 0.01
C -0.3420 4.6580 -0.0247 0.01 0.02 0.04
H 6.1936 -1.0502 0.9761 0.01 0.02 0.01
N -3.2796 -2.6457 -2.6645 0.04 -0.01 0.02
F 7.4322 0.6167 -1.9424 0.00 -0.04 0.01
H 2.5329 1.4576 -1.1828 0.00 0.02 0.00
H -5.8186 -1.4962 -1.3139 -0.02 -0.05 0.05
N -5.4793 -1.9198 -2.1703 0.03 0.06 -0.13
H -0.9547 1.6759 1.4432 0.00 0.02 -0.01
C -1.0532 5.8485 -0.5949 -0.01 -0.02 -0.02
H 2.6594 -2.6941 -0.4147 -0.01 -0.02 -0.01
C 2.6769 2.0254 5.5404 -0.01 0.00 -0.01
F -2.2791 6.0193 -0.0675 0.03 0.01 -0.02
H 1.6040 5.4172 -0.5264 0.00 0.00 0.01
Au 0.1296 -0.9917 0.2645 -0.20 -0.35 -0.09
C 6.6967 -0.4812 -1.6391 -0.02 0.03 0.02
F 4.2842 4.7484 6.6987 0.01 -0.03 0.00
C 1.9178 -0.8343 -3.7005 0.05 -0.01 0.01
H 4.0672 -3.0795 -2.3787 0.00 0.01 0.00
C 3.7657 2.5487 3.0408 0.00 0.03 -0.02
C 2.4271 -2.1680 -1.3343 0.05 0.00 -0.04
N -4.0966 -1.7547 -2.1614 -0.04 -0.01 0.02
H 4.2105 2.7470 2.0736 0.01 -0.02 0.00
H 2.7870 3.4563 0.3508 0.01 -0.03 -0.02
C 0.9968 2.4226 0.9584 0.01 -0.03 -0.02
F 5.7986 3.2115 6.6328 -0.02 0.01 0.01
H 3.6162 -1.8875 -4.5027 0.01 0.00 0.00
N -2.2467 -0.8512 -1.8681 -0.15 0.19 -0.22
N -3.5379 -0.6789 -1.6915 0.07 0.00 0.03
C 4.3532 3.0812 4.1722 -0.01 0.02 0.01
F 3.9930 2.9013 7.7860 0.01 0.01 -0.01
C 3.8075 2.8145 5.4245 0.02 0.00 0.00
H 5.2394 3.6982 4.0899 0.00 -0.01 0.00
F -1.2199 5.7480 -1.9322 0.01 0.01 0.03
C 1.3487 -1.2733 -1.3616 -0.12 -0.01 0.02



(3)
58
Properties=species:S:1:pos:R:3:forces:R:3 method="wB97M-V/def2-TZVPD" charge=+1 e_homo_ev=-10.0 gap_ev=5.631
I 2.2560 -0.1901 -0.5084 -0.77 -0.56 0.27
N 1.4352 2.4184 -0.0658 0.07 0.00 -0.05
C -2.1097 2.8485 -0.6702 0.08 -0.40 -0.08
Ir -0.2200 -0.8499 0.1910 0.90 1.53 -0.11
C 0.4587 -2.8085 0.1264 -0.66 0.57 1.38
H -1.7518 0.6821 2.2025 0.03 -0.03 -0.01
H -4.9905 -4.1312 -0.1416 -0.01 0.01 0.01
O -0.7413 0.9406 -0.9122 0.01 -0.27 0.84
C -0.0144 -5.1623 0.5503 -0.04 -0.06 -0.21
C 1.2115 5.1216 0.5020 0.09 -0.03 0.00
C 3.6289 -4.8295 -0.0442 -0.01 0.00 0.00
C -1.2216 4.9864 -0.0358 -0.15 0.14 0.05
H 1.1269 6.1734 0.7387 -0.02 0.01 -0.04
H 5.5868 -4.1485 -0.5426 -0.02 0.00 0.02
C 0.2263 3.0232 -0.1863 0.11 0.06 0.09
H -0.7476 -5.9275 0.7719 0.01 -0.01 -0.01
H 1.8696 -1.2814 2.3713 -0.09 -0.08 0.00
C 1.1655 -0.6039 4.2842 -0.03 0.13 0.09
H 3.4156 2.5687 0.3785 0.04 0.10 0.04
C 1.8448 -3.1417 -0.0078 -0.12 -0.22 -0.07
C -4.5404 -3.3758 -0.7864 0.03 -0.08 0.11
N -2.2367 -1.2411 0.6047 0.97 -0.66 -0.35
H -5.4311 -0.4262 0.7177 0.04 -0.01 -0.02
C -0.9448 0.3208 2.8256 -0.22 0.30 -0.06
C 4.5517 -3.8804 -0.3777 0.02 -0.02 0.00
H -1.7574 1.0621 4.6605 -0.01 -0.01 -0.05
C 0.0629 4.4064 0.0979 0.06 -0.15 0.01
H -3.2625 4.6610 -0.5162 -0.01 -0.06 0.01
N 0.0480 -0.3272 2.2096 -0.36 -0.92 -1.59
C 4.1529 -2.5372 -0.5176 -0.01 0.10 0.00
H -6.2535 -1.2176 -0.6337 0.02 -0.01 -0.02
H -3.5532 -3.7105 -1.0956 0.00 0.02 0.00
H -6.2562 -1.9776 0.9732 0.03 -0.04 0.00
C 2.4801 3.1181 0.3054 -0.22 -0.11 -0.09
N 0.1532 0.3593 7.5041 0.02 0.00 -0.05
C -0.9429 0.5327 4.1877 0.13 0.02 0.09
C 2.2671 -4.4921 0.1449 -0.03 0.06 -0.11
C 2.8427 -2.2013 -0.3305 0.24 0.17 -0.04
C 0.1281 0.0544 4.9368 -0.04 -0.03 -0.10
H 4.8791 -1.7771 -0.7800 0.04 -0.06 0.01
C 1.0854 -0.7773 2.9190 0.36 -0.12 -0.04
H 2.0203 -0.9732 4.8320 -0.01 -0.03 -0.04
C -0.8837 2.1994 -0.5978 -0.39 0.37 -0.03
C -5.6690 -1.3873 0.2697 -0.02 0.09 0.02
C 2.4172 4.4892 0.5968 0.08 0.04 0.04
H 3.3100 5.0224 0.8928 -0.02 -0.01 0.01
N -4.4341 -2.0969 -0.0764 -0.05 0.04 0.04
C -3.2712 -1.6467 0.2853 -0.34 0.22 -0.11
C 0.1510 0.2290 6.3637 -0.01 0.00 0.03
C -2.2825 4.2155 -0.4122 -0.04 0.11 0.01
H -5.1622 -3.2418 -1.6700 0.02 0.05 -0.01
H 3.9219 -5.8668 0.0625 0.01 0.01 0.00
C -0.4346 -3.8280 0.3664 0.19 -0.23 -0.07
I -3.7674 1.7059 -1.2321 -0.01 0.13 -0.02
I -1.5716 7.0117 0.3591 0.05 -0.09 -0.03
H 1.6404 -6.5018 0.6165 0.01 0.01 -0.03
C 1.3069 -5.4835 0.4581 -0.01 -0.06 0.04
H -1.4939 -3.6198 0.4334 0.04 0.05 0.21